Molecular formula: C38H36F12N5O4TcTe
Method: DFT, ωB97M-V/def2-TZVPD

## Properties
**LUMO (spin up / spin down)**: -0.5123 / -0.5123 Ha
**Total charge**: +4

Cartesian coordinates (Å):
Tc  0.45202  0.23466  -0.05069
C  -5.05181  -3.48298  -0.49016
C  -3.77280  -2.79613  -0.73762
C  -2.61979  -3.54377  -1.02178
C  -1.43140  -2.92495  -1.30728
C  -1.30620  -1.51990  -1.27179
N  -0.09933  -0.91980  -1.54543
C  0.61776  -1.23957  -2.63123
C  0.07971  -2.06425  -3.66592
C  0.83759  -2.51675  -4.70612
C  2.20565  -2.19219  -4.78485
C  3.08335  -2.78659  -5.78986
C  2.70498  -1.24446  -3.86677
C  1.94502  -0.72833  -2.84332
C  2.55963  0.36744  -1.98102
O  1.71068  1.05026  -1.15201
C  3.59971  -0.26856  -1.00379
F  4.17309  0.63612  -0.21720
F  2.88504  -1.05992  -0.14980
F  4.52223  -1.00950  -1.56461
C  3.22939  1.50129  -2.84183
F  3.54178  2.51271  -2.03919
F  4.33211  1.11382  -3.46069
F  2.36449  1.94319  -3.74704
C  -2.43549  -0.75320  -0.86902
C  -3.64539  -1.39579  -0.66945
C  -2.36122  0.76583  -0.72873
O  -1.09589  1.33747  -0.80237
C  -2.83067  1.27214  0.65894
F  -2.73551  2.63350  0.60460
F  -4.03815  0.97393  1.06608
F  -1.95260  0.87213  1.59342
C  -3.21391  1.53702  -1.76087
F  -4.45060  1.83849  -1.32007
F  -3.37277  0.86721  -2.90537
F  -1.25099  2.09419  -3.57598
H  -5.46141  -3.82960  -1.44538
H  -5.79248  -2.84691  -0.01407
H  -4.89955  -4.38840  0.09966
H  -2.66977  -4.62176  -1.01708
H  -0.54531  -3.51180  -1.49479
H  -0.96799  -2.31470  -3.62702
H  0.38095  -3.12713  -5.47192
H  2.59604  -2.83078  -6.76478
H  3.27821  -3.83375  -5.52938
H  4.04163  -2.28067  -5.86286
H  3.73397  -0.94750  -3.99835
H  -4.52891  -0.81715  -0.43989
N  1.25501  1.49012  1.67524
C  1.91029  0.57440  2.62724
C  2.11069  1.10733  4.05098
C  3.53352  1.60469  4.34908
C  4.49840  0.46464  4.71429
N  5.75416  0.99196  5.21295
C  6.31052  0.84832  6.42057
N  5.71954  0.17491  7.40067
N  7.49175  1.41358  6.64945
C  1.02672  -0.70534  2.60707
O  0.83254  -1.40847  3.54164
O  0.55172  -0.87414  1.37924
H  1.90882  2.19838  1.34275
H  0.50318  1.98334  2.15810
H  2.87322  0.26131  2.20837
H  1.85284  0.30530  4.74637
H  1.39899  1.91248  4.23517
H  3.48610  2.29582  5.19277
H  3.92742  2.15614  3.49308
H  4.70927  -0.15614  3.83729
H  4.03562  -0.17065  5.46846
H  6.27837  1.53094  4.53745
H  4.84692  -0.30932  7.27651
H  6.18453  0.05254  8.28676
H  8.00585  1.90185  5.93545
H  7.93704  1.34966  7.55218
Te  -1.98857  3.28106  -2.06661
C  -3.33133  4.88694  -1.12205
C  -4.68594  4.94726  -0.92853
C  -5.13799  5.80493  0.07691
C  -4.24544  6.60526  0.76626
C  -2.88413  6.53051  0.52576
C  -2.41101  5.68982  -0.47407
C  -3.01469  4.29775  -3.65635
C  -2.20432  5.18898  -4.35144
C  -2.66724  5.67724  -5.56369
C  -3.94434  5.35266  -6.00356
C  -4.74737  4.47668  -5.28202
C  -4.29460  3.96681  -4.07446
H  -5.40808  4.36557  -1.48232
H  -6.19959  5.84343  0.27338
H  -4.61909  7.33623  1.47119
H  -2.17609  7.13672  1.07145
H  -1.35030  5.65430  -0.70506
H  -1.21332  5.44813  -4.00093
H  -2.03552  6.33358  -6.14533
H  -4.34000  5.81222  -6.90347
H  -5.73715  4.21866  -5.63187
H  -4.93337  3.29996  -3.50752

---

Molecular formula: C3H6N2O2
Method: DFT, ωB97M-V/def2-TZVPD

## Properties
**LUMO**: 0.0314 Ha
**ΔE to the lowest compared entry with this formula, charge and spin**: 4.267 eV

Cartesian coordinates (Å):
C  1.06732  1.36940  0.43857
C  0.87821  -0.85673  0.00108
C  -1.96266  -0.12833  0.12587
N  -0.11662  1.43235  0.06915
N  -0.57962  0.20648  -0.35012
O  1.70338  0.16489  0.55160
O  1.35608  -1.27578  -1.11962
H  1.73243  2.17966  0.68702
H  0.88492  -1.75581  0.73179
H  -2.58985  0.42382  -0.52095
H  -1.99252  -1.21350  -0.05933
H  -2.18986  0.04101  1.13354
H  1.80878  -0.58747  -1.68860

---

Molecular formula: C5H13NO2
Method: DFT, ωB97M-V/def2-TZVPD

## Properties
**SMILES**: CCC(N)=O.CCO
**LUMO**: 0.0320 Ha
**ΔE to the lowest compared entry with this formula, charge and spin**: 1.250 eV

Cartesian coordinates (Å):
C  1.37542  0.01485  -2.34512
C  -0.04669  -0.49236  -2.57565
C  -0.93383  -0.41052  -1.34501
N  -1.61656  0.75930  -1.16299
O  -1.02396  -1.38352  -0.62231
H  1.97905  -0.25953  -3.21206
H  1.80883  -0.13526  -1.36546
H  1.40327  1.10716  -2.48538
H  -0.51188  -0.00672  -3.44296
H  0.07007  -1.51357  -2.93004
H  -1.65046  1.17498  -0.24303
H  -1.54467  1.43986  -1.90347
C  1.74035  0.67262  2.90306
C  0.27472  0.29591  2.97234
O  -0.31872  0.14760  1.67065
H  1.92600  1.34295  3.74257
H  1.95389  1.22847  1.98301
H  2.43621  -0.15740  2.85192
H  0.11733  -0.55017  3.64469
H  -0.46497  1.02006  3.33324
H  0.10390  -0.54457  1.15208

---

Molecular formula: C40H99BN9O17
Method: DFT, ωB97M-V/def2-TZVPD

## Properties
**LUMO**: 0.0726 Ha
**Total charge**: -1
**ΔE to the lowest compared entry with this formula, charge and spin**: 0.974 eV

Cartesian coordinates (Å):
O  1.56986  0.08586  1.55771
C  1.18646  0.18173  0.46684
O  0.59632  1.21475  -0.19165
B  0.23614  0.74854  -1.55308
O  0.64928  -0.66541  -1.62618
C  1.22406  -1.04036  -0.46018
O  1.63579  -2.14910  -0.13629
O  1.11156  1.55398  -2.47367
C  0.44324  2.40574  -3.21205
O  0.80713  3.21975  -3.96661
C  -1.09350  1.92214  -3.02015
O  -1.12292  1.01420  -2.00612
O  -2.01006  2.25854  -3.68552
C  1.49004  0.14482  -5.78495
C  2.78357  -0.69016  -5.71514
C  2.83676  -1.44061  -4.42148
O  4.10450  -2.09708  -4.35892
C  4.35048  -2.40477  -2.98382
N  2.72335  -1.62994  -6.92244
H  0.66219  -0.54408  -5.58743
H  1.34019  0.39872  -6.83482
H  1.55868  1.07425  -5.24242
H  3.70360  -0.09973  -5.80820
H  2.03562  -2.21997  -4.38050
H  2.64621  -0.72707  -3.62329
H  3.64497  -3.11674  -2.66984
H  4.28798  -1.47490  -2.37703
H  5.29396  -2.86829  -2.75222
H  2.20057  -2.47344  -6.64267
H  3.60467  -1.90009  -7.31607
C  -5.03055  -0.00091  6.62796
C  -4.36067  -0.03209  5.24722
C  -3.52677  1.15371  4.98071
O  -2.54714  1.19575  6.04540
C  -1.33270  1.73187  5.55891
N  -3.73961  -1.31905  4.92597
H  -4.30168  -0.06988  7.47063
H  -5.80436  -0.81722  6.71587
H  -5.52876  0.90048  6.83598
H  -5.22841  0.07915  4.55236
H  -4.04963  2.14133  4.92885
H  -3.02686  0.96888  3.99567
H  -1.00075  1.16378  4.63958
H  -0.58812  1.69271  6.29353
H  -1.47178  2.78595  5.28860
H  -3.57483  -1.50763  3.92250
H  -2.88099  -1.62179  5.41358
C  -3.94919  3.49846  0.90494
C  -2.45995  3.43334  0.48316
C  -2.02151  4.65322  -0.43374
O  -0.93375  4.44394  -1.23926
C  -0.30006  5.59936  -1.73607
N  -1.58507  3.41294  1.68292
H  -4.21012  2.93283  1.79318
H  -4.64326  3.24291  0.13974
H  -4.01808  4.54447  1.23203
H  -2.29902  2.49958  -0.05019
H  -1.91691  5.58115  0.25791
H  -2.88576  4.89020  -1.07623
H  0.11793  6.09787  -0.92822
H  -0.95561  6.31591  -2.19561
H  0.45587  5.33108  -2.48081
H  -1.57588  4.30375  2.12635
H  -0.62763  3.25012  1.30125
C  -2.07071  -0.77522  0.87613
C  -3.08282  -1.94490  0.73707
C  -2.50246  -3.02857  -0.18086
O  -1.98440  -2.38062  -1.32756
C  -1.38155  -3.14013  -2.36186
N  -3.39778  -2.57199  2.00415
H  -1.91277  -0.19959  -0.02996
H  -1.08666  -1.17134  1.13919
H  -2.36434  -0.14487  1.73723
H  -4.00850  -1.61645  0.32056
H  -3.18780  -3.80459  -0.47304
H  -1.63957  -3.44445  0.41488
H  -0.81377  -2.45327  -2.92347
H  -2.13630  -3.62323  -2.98739
H  -0.71156  -3.93766  -1.98666
H  -2.58755  -3.14069  2.29681
H  -4.12782  -3.34518  1.75769
C  -0.27450  -2.39724  3.94184
C  -0.51745  -3.47936  4.93204
C  -0.48573  -2.95347  6.33257
O  -1.03789  -3.89978  7.24669
C  -0.84645  -3.53351  8.57414
N  -1.80227  -4.15525  4.73174
H  0.71798  -1.98624  4.03238
H  -1.05827  -1.63187  3.92685
H  -0.33774  -2.87208  2.95236
H  0.25608  -4.24494  4.80735
H  -0.97329  -1.96549  6.39893
H  0.56556  -2.76197  6.53930
H  -1.53870  -4.06642  9.21812
H  -1.08752  -2.47371  8.66166
H  0.16836  -3.66407  8.93267
H  -1.85675  -4.82158  5.40443
H  -2.45519  -3.42720  4.84252
C  -5.41318  2.70996  -3.05600
C  -5.42866  1.18225  -2.93082
C  -4.79290  0.34033  -4.05653
O  -5.31360  0.44242  -5.35457
C  -4.55996  1.24287  -6.21239
N  -4.75657  0.88385  -1.65057
H  -4.38377  2.97672  -2.91694
H  -6.06586  3.05174  -2.20047
H  -6.01884  3.03699  -3.97930
H  -6.48838  0.90668  -2.73501
H  -4.90460  -0.71631  -3.75586
H  -3.72471  0.50880  -3.97397
H  -5.19280  1.32808  -7.07908
H  -3.59023  0.73813  -6.56398
H  -4.23519  2.18064  -5.82305
H  -3.75404  1.11378  -1.79320
H  -4.62548  -0.15951  -1.56978
C  0.35952  5.86743  -6.26857
C  -0.64577  5.05583  -7.08259
C  -0.46652  3.49405  -7.04949
O  -1.18623  2.86506  -8.13327
C  -0.80123  1.52643  -8.36053
N  -2.05371  5.38929  -6.74983
H  0.45038  6.89810  -6.63546
H  1.26926  5.29264  -6.31862
H  0.05879  5.98499  -5.24296
H  -0.51615  5.36208  -8.16492
H  -0.84463  3.11568  -6.13161
H  0.56147  3.17734  -7.08096
H  -1.34234  1.19726  -9.28016
H  -1.06237  0.87643  -7.49050
H  0.25486  1.37450  -8.59248
H  -2.62186  4.60423  -7.11325
H  -2.23317  5.22893  -5.72924
C  3.46439  -7.22885  7.30726
C  3.94874  -6.56099  8.60208
C  5.43849  -6.11189  8.49607
O  5.66640  -5.08994  9.41096
C  7.03953  -4.63212  9.47532
N  3.16777  -5.45948  9.11615
H  2.42602  -7.61991  7.27976
H  4.06945  -8.04162  6.94947
H  3.44205  -6.46752  6.51702
H  3.85534  -7.32724  9.36854
H  5.52087  -5.76370  7.46702
H  6.17883  -6.91331  8.72888
H  7.17236  -4.04502  10.39191
H  7.30831  -4.07843  8.57702
H  7.72107  -5.47374  9.66881
H  2.80519  -4.86642  8.42162
H  3.84142  -4.86157  9.62264
C  6.90329  0.52912  -4.17030
C  6.77431  1.65493  -3.09522
C  5.32940  2.16696  -2.88214
O  5.39775  3.33171  -2.15131
C  4.19384  4.05243  -2.06534
N  7.44363  1.31801  -1.88447
H  6.54932  0.96344  -5.12196
H  6.24408  -0.36885  -3.96037
H  7.95648  0.14620  -4.28094
H  7.27871  2.53324  -3.57996
H  4.61075  1.42153  -2.33438
H  4.81210  2.31383  -3.86655
H  3.58396  3.85884  -3.01389
H  4.47628  5.13914  -2.06596
H  3.52187  3.79226  -1.26140
H  7.53165  2.04882  -1.15629
H  7.25587  0.46191  -1.41902

---

Electronic energy for the records above, in order: -3590.15054, -377.80254, -403.53067, -3380.25572 hartree